<w>
Entry from the Open Molecules 2025 dataset: a cluster of 2 separate species, C22H32O2 in total (ωB97M-V/def2-TZVPD).

Each line ends with the Löwdin charge.
Cartesian coordinates (Å):
C (5.159, -0.658, 6.727)  -0.065
C (4.618, -1.419, 5.429)  -0.192
C (3.563, -0.731, 4.624)  -0.420
O (3.173, -1.448, 3.676)  0.012
C (2.340, -0.808, 2.827)  -0.183
C (1.631, 0.317, 3.082)  -0.057
C (0.599, 0.711, 2.264)  0.082
C (0.383, -0.211, 0.967)  -0.005
C (0.956, -1.496, 0.927)  -0.238
C (1.798, -1.796, 1.843)  0.033
H (2.276, -3.037, 1.812)  0.216
C (0.616, -2.565, -0.127)  0.017
C (-0.734, -1.895, -0.871)  -0.215
C (-0.803, -0.702, -1.244)  -0.338
C (-1.801, -0.152, -2.180)  -0.344
C (-2.231, -0.920, -3.296)  -0.150
H (-2.770, -1.694, -3.226)  0.040
H (-1.275, -1.127, -3.840)  0.142
C (-3.019, 0.005, -4.405)  0.003
H (-4.105, -0.345, -4.320)  0.127
H (-2.466, 0.242, -5.260)  0.086
C (-3.048, 1.280, -3.322)  -0.227
O (-2.942, 2.442, -4.290)  -0.259
C (-4.183, 2.779, -4.852)  -0.145
H (-3.705, 3.657, -5.703)  0.156
H (-4.384, 2.078, -5.786)  0.107
H (-4.916, 3.179, -4.258)  0.035
C (-1.769, 1.142, -2.638)  -0.365
C (-1.848, 2.163, -1.163)  -0.023
H (-1.741, 3.245, -1.541)  0.141
C (-0.702, 1.636, -0.357)  -0.284
H (-0.756, 2.359, 0.570)  0.143
H (0.225, 1.934, -0.699)  0.107
C (-0.764, 0.359, 0.086)  -0.239
H (-1.753, 0.113, 0.576)  0.170
H (-2.852, 1.874, -0.889)  0.090
C (-0.383, 1.605, -3.485)  0.112
H (0.178, 1.439, -2.612)  0.043
H (-0.573, 2.555, -3.722)  0.038
H (-0.435, 0.761, -4.105)  0.063
H (-4.076, 1.568, -2.816)  0.182
H (-2.944, -0.380, -1.293)  0.248
H (0.225, -0.430, -1.642)  0.193
H (-0.935, -2.595, -1.628)  0.111
H (-1.554, -2.332, -0.149)  0.177
H (0.317, -3.358, 0.204)  0.021
H (1.210, -2.378, -0.869)  0.065
H (0.129, 1.771, 2.136)  0.122
H (1.974, 0.869, 3.667)  -0.008
H (4.100, 0.153, 4.507)  0.123
H (2.828, -0.465, 5.398)  0.149
H (4.290, -2.425, 5.846)  0.116
H (5.475, -1.725, 4.636)  0.156
H (5.898, -1.150, 7.272)  0.050
H (4.303, -0.331, 7.412)  0.109
H (5.511, 0.158, 6.431)  -0.031

Properties
- HOMO-LUMO gap: 8.520 eV
- HOMO level: -7.85 eV

***

<x>
Entry from the Open Molecules 2025 dataset: an isolated molecule of C22H32O2 (ωB97M-V/def2-TZVPD).

Each line ends with the Löwdin charge.
Cartesian coordinates (Å):
C (-6.902, -1.976, 1.061)  -0.116
C (-5.876, -1.626, -0.016)  -0.268
C (-5.081, -0.417, 0.365)  -0.135
C (-3.770, -0.399, 0.529)  -0.119
C (-2.973, 0.814, 0.907)  -0.197
C (-2.004, 1.159, -0.184)  -0.120
C (-1.940, 2.324, -0.804)  -0.106
C (-0.949, 2.647, -1.884)  -0.186
C (-0.121, 3.832, -1.478)  -0.114
C (1.065, 3.792, -0.891)  -0.108
C (1.818, 2.551, -0.510)  -0.172
C (1.418, 2.111, 0.868)  -0.116
C (2.216, 1.716, 1.854)  -0.116
C (3.712, 1.590, 1.802)  -0.189
C (4.083, 0.155, 1.561)  -0.113
C (4.681, -0.288, 0.469)  -0.111
C (4.971, -1.735, 0.194)  -0.193
C (3.939, -2.218, -0.780)  -0.112
C (2.976, -3.075, -0.486)  -0.125
C (1.848, -3.412, -1.412)  -0.180
C (0.556, -2.761, -0.884)  -0.095
C (0.833, -1.291, -0.670)  -0.564
O (0.961, -0.480, -1.551)  0.092
O (0.947, -0.987, 0.618)  0.101
H (-6.402, -2.192, 2.002)  0.072
H (-7.587, -1.146, 1.220)  0.068
H (-7.481, -2.849, 0.768)  0.065
H (-5.207, -2.473, -0.177)  0.104
H (-6.402, -1.426, -0.955)  0.106
H (-5.659, 0.483, 0.530)  0.111
H (-3.189, -1.298, 0.363)  0.108
H (-2.409, 0.592, 1.820)  0.114
H (-3.636, 1.658, 1.105)  0.111
H (-1.337, 0.359, -0.476)  0.095
H (-2.609, 3.130, -0.525)  0.113
H (-1.493, 2.893, -2.801)  0.114
H (-0.325, 1.773, -2.075)  0.095
H (-0.578, 4.796, -1.665)  0.101
H (1.546, 4.722, -0.614)  0.102
H (1.582, 1.740, -1.205)  0.094
H (2.891, 2.738, -0.563)  0.105
H (0.348, 2.150, 1.040)  0.107
H (1.772, 1.414, 2.795)  0.112
H (4.132, 2.216, 1.015)  0.101
H (4.127, 1.914, 2.762)  0.114
H (3.801, -0.537, 2.345)  0.118
H (4.945, 0.400, -0.324)  0.115
H (5.971, -1.838, -0.236)  0.112
H (4.917, -2.316, 1.116)  0.112
H (3.972, -1.759, -1.760)  0.120
H (2.926, -3.522, 0.498)  0.119
H (1.703, -4.492, -1.474)  0.112
H (2.058, -3.025, -2.410)  0.117
H (0.265, -3.206, 0.067)  0.119
H (-0.245, -2.878, -1.615)  0.125
H (1.193, -0.045, 0.753)  0.079

Properties
- Structure (SMILES): CC/C=C/C/C=C/C/C=C\C/C=C\C/C=C/C/C=C/CCC(=O)O
- HOMO-LUMO gap: 9.804 eV
- HOMO level: -8.90 eV

***

Q: Which of them is the least stable? A: <w>.

***

<w>
Entry from the Open Molecules 2025 dataset: a structure of composition C34H32ClN3O7PReS2 (ωB97M-V/def2-TZVPD).

Each line ends with the Löwdin charge.
Cartesian coordinates (Å):
Re (0.385, -1.358, 0.475)  1.200
C (1.901, 4.384, 1.471)  -0.042
O (3.137, 4.577, 0.794)  -0.051
C (3.326, 4.194, -0.486)  -0.221
C (4.436, 4.785, -1.105)  0.013
C (4.781, 4.482, -2.403)  -0.060
C (4.019, 3.581, -3.144)  -0.074
C (2.923, 2.995, -2.552)  -0.026
C (2.572, 3.277, -1.225)  -0.176
N (1.468, 2.553, -0.668)  0.163
C (1.513, 1.231, -0.439)  -0.314
N (2.725, 0.670, -0.454)  0.180
C (3.057, -0.683, -0.687)  -0.138
C (2.053, -1.667, -0.595)  -0.283
C (2.355, -2.978, -0.980)  -0.129
C (3.631, -3.313, -1.392)  -0.054
C (4.619, -2.349, -1.421)  0.017
C (4.363, -1.028, -1.067)  -0.202
O (5.465, -0.233, -1.157)  -0.052
C (5.565, 1.090, -0.657)  -0.049
N (0.396, 0.541, -0.134)  -0.070
C (-0.847, 1.260, -0.356)  -0.219
C (-1.441, 1.101, -1.609)  -0.044
C (-2.481, 1.912, -2.014)  -0.071
C (-2.941, 2.903, -1.155)  -0.057
C (-2.385, 3.051, 0.098)  0.007
C (-1.331, 2.239, 0.521)  -0.256
O (-0.788, 2.579, 1.719)  -0.087
C (-0.338, 1.560, 2.606)  -0.052
H (1.990, 4.949, 2.395)  0.106
H (1.721, 3.337, 1.710)  0.073
H (1.066, 4.788, 0.893)  0.104
H (5.010, 5.491, -0.520)  0.130
H (5.645, 4.958, -2.847)  0.117
H (4.274, 3.349, -4.169)  0.114
H (2.307, 2.294, -3.103)  0.129
H (0.584, 3.014, -0.520)  0.141
H (3.456, 1.342, -0.627)  0.091
H (1.585, -3.736, -0.945)  0.072
H (3.863, -4.328, -1.689)  0.117
H (5.628, -2.588, -1.729)  0.132
H (6.623, 1.333, -0.699)  0.111
H (5.238, 1.158, 0.385)  0.112
H (5.043, 1.815, -1.292)  0.071
H (-1.050, 0.337, -2.270)  0.105
H (-2.926, 1.769, -2.989)  0.115
H (-3.750, 3.555, -1.459)  0.117
H (-2.738, 3.808, 0.786)  0.131
H (-0.276, 2.027, 3.585)  0.108
H (0.648, 1.181, 2.333)  0.060
H (-1.058, 0.741, 2.641)  0.079
S (-3.510, -1.865, -2.726)  0.292
P (-3.029, -2.361, -0.928)  0.184
S (-0.853, -2.490, -0.938)  0.452
C (-3.522, -4.007, -0.377)  -0.393
C (-2.648, -4.965, 0.121)  -0.106
C (-3.138, -6.193, 0.545)  -0.066
C (-4.496, -6.463, 0.472)  -0.063
C (-5.371, -5.505, -0.026)  -0.061
C (-4.888, -4.281, -0.451)  -0.086
C (-3.579, -1.267, 0.397)  -0.379
C (-4.386, -0.173, 0.110)  -0.098
C (-4.877, 0.608, 1.147)  -0.068
C (-4.560, 0.300, 2.461)  -0.061
C (-3.769, -0.807, 2.751)  -0.072
C (-3.295, -1.599, 1.721)  -0.113
H (-1.584, -4.770, 0.185)  0.066
H (-2.454, -6.938, 0.929)  0.110
H (-4.875, -7.421, 0.800)  0.111
H (-6.431, -5.716, -0.087)  0.112
H (-5.571, -3.540, -0.850)  0.109
H (-4.620, 0.059, -0.921)  0.080
H (-5.510, 1.457, 0.925)  0.112
H (-4.946, 0.911, 3.267)  0.111
H (-3.545, -1.065, 3.778)  0.115
H (-2.734, -2.499, 1.943)  0.096
O (-0.694, -1.737, 2.769)  -0.355
Cl (0.632, -2.306, 2.875)  0.721
O (1.544, -1.215, 2.432)  -0.376
O (0.961, -2.868, 4.102)  -0.169
O (0.727, -3.229, 1.721)  -0.392

Properties
- Spin multiplicity: 2
- Total charge: +1
- HOMO-LUMO gap (alpha / beta): 6.212 / 6.610 eV
- HOMO level (alpha / beta): -10.83 / -10.92 eV

***

<x>
Entry from the Open Molecules 2025 dataset: a structure of composition C34H32ClN3O7PReS2 (ωB97M-V/def2-TZVPD).

Each line ends with the Löwdin charge.
Cartesian coordinates (Å):
Re (-1.255, 0.546, -2.209)  1.186
C (-2.325, 4.433, 4.680)  -0.053
O (-2.073, 3.415, 3.719)  -0.083
C (-1.629, 2.213, 4.175)  -0.218
C (-1.427, 1.887, 5.505)  -0.006
C (-0.942, 0.626, 5.839)  -0.067
C (-0.639, -0.294, 4.853)  -0.075
C (-0.832, 0.029, 3.514)  -0.019
C (-1.351, 1.267, 3.174)  -0.141
N (-1.559, 1.708, 1.845)  0.181
C (-1.684, 0.951, 0.742)  -0.282
N (-2.196, -0.268, 0.878)  0.190
C (-2.489, -1.214, -0.103)  -0.199
C (-2.175, -1.050, -1.451)  -0.294
C (-2.622, -2.074, -2.328)  -0.117
C (-3.264, -3.194, -1.868)  -0.056
C (-3.522, -3.355, -0.499)  0.006
C (-3.141, -2.368, 0.378)  -0.235
O (-3.344, -2.388, 1.726)  -0.098
C (-3.815, -3.599, 2.306)  -0.046
N (-1.367, 1.463, -0.471)  -0.077
C (-0.741, 2.761, -0.471)  -0.249
C (-1.401, 3.854, -1.001)  -0.026
C (-0.761, 5.082, -1.083)  -0.068
C (0.542, 5.200, -0.631)  -0.058
C (1.219, 4.109, -0.096)  0.004
C (0.584, 2.876, -0.013)  -0.252
O (1.144, 1.746, 0.479)  -0.118
C (2.493, 1.812, 0.927)  -0.045
H (-2.632, 5.307, 4.114)  0.098
H (-1.421, 4.661, 5.248)  0.101
H (-3.126, 4.133, 5.358)  0.101
H (-1.647, 2.602, 6.282)  0.110
H (-0.793, 0.375, 6.879)  0.112
H (-0.238, -1.264, 5.109)  0.109
H (-0.537, -0.678, 2.749)  0.112
H (-1.460, 2.705, 1.704)  0.153
H (-2.512, -0.522, 1.808)  0.146
H (-2.442, -1.966, -3.390)  0.089
H (-3.579, -3.965, -2.557)  0.114
H (-4.020, -4.243, -0.144)  0.114
H (-4.828, -3.822, 1.965)  0.100
H (-3.826, -3.434, 3.379)  0.098
H (-3.144, -4.423, 2.059)  0.104
H (-2.417, 3.732, -1.356)  0.122
H (-1.277, 5.934, -1.501)  0.111
H (1.051, 6.151, -0.693)  0.113
H (2.238, 4.224, 0.241)  0.111
H (2.742, 0.808, 1.259)  0.085
H (2.590, 2.514, 1.757)  0.105
H (3.157, 2.100, 0.110)  0.098
S (0.531, -2.755, -0.007)  0.357
P (1.598, -1.897, -1.345)  0.238
S (0.882, 0.009, -2.173)  0.485
C (3.193, -1.259, -0.765)  -0.430
C (3.976, -0.397, -1.536)  -0.131
C (5.203, 0.036, -1.063)  -0.069
C (5.659, -0.390, 0.179)  -0.064
C (4.892, -1.254, 0.943)  -0.069
C (3.661, -1.691, 0.472)  -0.109
C (1.939, -2.871, -2.814)  -0.391
C (3.235, -3.271, -3.123)  -0.070
C (3.465, -4.050, -4.248)  -0.062
C (2.410, -4.420, -5.064)  -0.062
C (1.114, -4.022, -4.756)  -0.061
C (0.878, -3.251, -3.634)  -0.090
H (3.643, -0.069, -2.511)  0.092
H (5.805, 0.701, -1.666)  0.112
H (6.619, -0.052, 0.546)  0.111
H (5.251, -1.594, 1.904)  0.111
H (3.052, -2.362, 1.063)  0.073
H (4.064, -2.987, -2.489)  0.106
H (4.472, -4.364, -4.484)  0.111
H (2.594, -5.022, -5.943)  0.111
H (0.290, -4.316, -5.392)  0.111
H (-0.129, -2.953, -3.382)  0.087
O (-2.415, 1.975, -5.642)  -0.179
Cl (-1.925, 1.530, -4.418)  0.739
O (-1.484, 0.097, -4.394)  -0.416
O (-2.956, 1.491, -3.310)  -0.384
O (-0.825, 2.309, -3.844)  -0.348

Properties
- Spin multiplicity: 2
- Total charge: +1
- HOMO-LUMO gap (alpha / beta): 6.219 / 6.337 eV
- HOMO level (alpha / beta): -10.36 / -10.66 eV

***

Q: Which of them is the least stable? A: <w>.

***

<w>
Entry from the Open Molecules 2025 dataset: a cluster of 2 separate species, C2H4I2O2 in total (ωB97M-V/def2-TZVPD).

Each line ends with the Löwdin charge.
Cartesian coordinates (Å):
O (-0.439, -2.022, -1.044)  0.006
C (-0.343, -2.182, 0.100)  -0.748
I (1.047, -3.459, 1.143)  0.725
H (-0.764, -1.522, 0.785)  0.016
O (0.080, 1.201, 0.914)  -0.205
C (-0.140, 1.372, -0.451)  -0.583
I (1.811, 1.965, -1.571)  0.523
H (0.150, 2.027, 1.532)  0.153
H (-0.512, 0.385, -0.775)  0.031
H (-0.891, 2.237, -0.632)  0.083

Properties
- Structure (SMILES): O=CI.OCI
- HOMO-LUMO gap: 9.544 eV
- HOMO level: -9.48 eV

***

<x>
Entry from the Open Molecules 2025 dataset: an isolated molecule of C2H4I2O2 (ωB97M-V/def2-TZVPD).

Each line ends with the Löwdin charge.
Cartesian coordinates (Å):
C (0.035, 0.142, -0.121)  -0.367
C (-0.632, -0.940, 0.694)  -0.592
O (-0.713, 0.391, -1.322)  -0.242
O (-2.752, 1.781, -0.797)  -0.958
I (-2.143, -1.938, -0.149)  1.005
I (-3.979, 0.851, 0.241)  0.954
H (1.048, 0.100, -0.463)  0.113
H (0.004, 1.075, 0.421)  0.113
H (-0.209, -1.094, 1.653)  0.021
H (-1.609, 0.837, -1.033)  -0.046

Properties
- HOMO-LUMO gap (alpha / beta): 5.385 / 8.456 eV
- HOMO level (alpha / beta): -8.21 / -9.22 eV

***

Q: Which of them is the least stable? A: <x>.